(1)
# C53H55BrFN4O3P2ScSi

A structure of composition C53H55BrFN4O3P2ScSi (ωB97M-V with the def2-TZVPD basis set, OMol25).

Results
LUMO energy: 0.37 eV

```
! RIJCOSX wB97M-V def2-TZVPD def2/J DEFGRID3
* xyz 0 1
Sc -0.26 0.72 2.05
O -0.80 4.00 1.92
C -1.69 4.39 2.87
C -1.49 5.54 3.62
C -2.43 5.94 4.57
C -3.58 5.18 4.76
C -3.76 4.02 4.02
C -2.83 3.61 3.08
C -3.01 2.29 2.35
O -1.93 1.48 2.49
N -3.20 2.61 0.93
N -3.24 1.62 0.05
C -3.56 1.88 -1.15
C -3.51 0.86 -2.19
Br -2.72 -0.79 -1.66
C -3.90 0.99 -3.46
C -4.60 2.13 -4.07
C -4.33 2.43 -5.41
C -4.96 3.49 -6.05
C -5.88 4.27 -5.37
C -6.18 3.96 -4.05
C -5.55 2.90 -3.41
H 0.03 4.49 2.02
H -0.59 6.13 3.46
H -2.26 6.84 5.14
H -4.31 5.49 5.50
H -4.63 3.41 4.18
H -3.91 1.80 2.74
H -3.67 3.49 0.71
H -3.79 2.89 -1.48
H -3.66 0.17 -4.14
H -3.61 1.83 -5.95
H -4.72 3.71 -7.08
H -6.37 5.09 -5.86
H -6.92 4.55 -3.51
H -5.84 2.65 -2.40
C 0.15 2.25 -0.92
Si 1.81 2.47 -0.05
C 3.16 1.59 -1.02
C 2.26 4.29 -0.02
N 1.51 1.88 1.54
C 2.34 2.21 2.60
C 3.72 2.41 2.54
C 4.47 2.75 3.65
C 3.87 2.91 4.89
C 2.50 2.73 5.00
C 1.79 2.40 3.87
F 0.43 2.24 3.97
H -0.33 3.22 -1.12
H -0.55 1.72 -0.27
H 0.20 1.70 -1.86
H 3.67 2.30 -1.68
H 2.77 0.80 -1.65
H 3.92 1.15 -0.37
H 2.65 4.61 -0.98
H 3.02 4.50 0.74
H 1.39 4.90 0.21
H 4.22 2.27 1.58
H 5.54 2.89 3.55
H 4.46 3.17 5.76
H 1.97 2.84 5.94
N -3.09 -2.31 3.09
C -2.00 -1.54 2.94
O -1.70 -1.09 1.83
C -1.17 -1.22 4.16
C 0.21 -0.67 3.77
H -3.64 -2.53 2.28
H -3.32 -2.71 3.98
H -1.15 -2.12 4.79
H -1.73 -0.46 4.72
H 0.87 -1.50 3.50
H 0.66 -0.19 4.64
C 1.25 -1.70 -1.38
P 0.87 -1.76 0.42
C 2.50 -2.18 1.15
C 3.04 -3.46 1.18
C 4.31 -3.68 1.68
C 5.06 -2.62 2.16
C 4.54 -1.33 2.13
C 3.26 -1.12 1.63
C -0.05 -3.32 0.62
C -0.92 -3.80 -0.34
C -1.69 -4.93 -0.11
C -1.59 -5.61 1.09
C -0.72 -5.14 2.07
C 0.04 -4.01 1.84
P 2.62 -2.68 -2.08
C 1.78 -4.29 -2.38
C 0.65 -4.42 -3.19
C 0.06 -5.66 -3.39
C 0.60 -6.78 -2.77
C 1.71 -6.67 -1.96
C 2.30 -5.42 -1.77
C 2.66 -1.99 -3.79
C 1.69 -1.16 -4.35
C 1.80 -0.72 -5.66
C 2.89 -1.11 -6.43
C 3.86 -1.93 -5.88
C 3.75 -2.35 -4.57
H 1.54 -0.66 -1.54
H 0.31 -1.83 -1.92
H 2.46 -4.30 0.79
H 4.72 -4.69 1.70
H 6.06 -2.79 2.56
H 5.11 -0.50 2.51
H 2.85 -0.12 1.62
H -1.01 -3.29 -1.30
H -2.36 -5.29 -0.89
H -2.18 -6.50 1.27
H -0.63 -5.66 3.01
H 0.72 -3.66 2.61
H 0.24 -3.55 -3.69
H -0.80 -5.75 -4.03
H 0.14 -7.75 -2.93
H 2.13 -7.54 -1.48
H 3.17 -5.32 -1.13
H 0.83 -0.84 -3.76
H 1.04 -0.07 -6.08
H 2.97 -0.77 -7.46
H 4.72 -2.22 -6.48
H 4.53 -2.97 -4.14
*
```

Mulliken atomic charge list, values in e, 8 entries:
1 Sc 0.11
2 O -0.28
3 C 0.68
4 C -0.85
5 C -0.52
6 C -0.87
7 C -0.86
8 C 0.32

(2)
# C5H8NdO4

A structure of composition C5H8NdO4 (ωB97M-V with the def2-TZVPD basis set, OMol25).

Results
⟨S²⟩: 6.00
LUMO energy (spin up / spin down): 0.52 / 0.30 eV

```
! RIJCOSX wB97M-V def2-TZVPD def2/J DEFGRID3
* xyz 0 5
O -2.00 -0.67 0.37
C -2.79 0.48 -0.66
O -3.09 -0.02 -1.74
C 1.85 -0.16 -1.62
O 0.67 -0.33 -2.31
C 1.61 0.47 -0.25
O 0.60 -0.30 0.39
C -0.11 0.34 1.43
C -1.42 -0.40 1.62
Nd -0.90 -1.38 -1.47
H 2.57 0.50 -2.16
H 2.39 -1.12 -1.46
H 1.24 1.50 -0.38
H 2.52 0.49 0.37
H -0.31 1.39 1.13
H 0.49 0.35 2.36
H -2.09 0.21 2.25
H -1.24 -1.36 2.14
*
```

Mulliken atomic charge list, values in e, 8 entries:
1 O -0.36
2 C -0.17
3 O -0.32
4 C -0.57
5 O -0.65
6 C -0.32
7 O -0.30
8 C -0.42

(3)
# C4H8N2O2

A cluster of 3 separate species, C4H8N2O2 in total (ωB97M-V with the def2-TZVPD basis set, OMol25).

Results
LUMO energy (spin up / spin down): -0.22 / -0.22 eV

```
! RIJCOSX wB97M-V def2-TZVPD def2/J DEFGRID3
* xyz 0 1
C -1.60 0.81 -0.80
C 0.44 -1.00 0.24
N -2.15 0.99 0.47
C -0.87 -1.07 -0.06
C 2.29 0.48 0.28
O 1.33 -1.98 -0.13
O -0.60 1.58 -1.18
N 1.04 0.28 0.33
H 1.54 -2.57 0.61
H 0.21 1.38 -0.15
H -2.37 0.59 -1.56
H -1.47 1.39 1.10
H -2.18 -0.04 0.88
H -1.27 -2.05 -0.27
H 2.64 1.50 0.21
H 3.02 -0.29 0.03
*
```

natural (NBO) atomic charge list, values in e, 8 entries:
1 C 0.49
2 C 0.27
3 N -0.88
4 C -0.43
5 C -0.02
6 O -0.73
7 O -0.70
8 N -0.47